This record from the Open Molecules 2025 dataset describes a structure of composition C51H48AsN9STeW. The level of theory is the ωB97M-V functional and the def2-TZVPD basis.

Geometry (Å):
W1 -1.171 -0.250 0.111
C1 -6.348 3.182 -0.043
C2 -6.341 1.691 0.253
N1 -5.344 0.965 -0.533
C3 -4.049 0.920 -0.221
S1 -2.975 0.115 -1.372
N2 -3.637 1.484 0.890
N3 -2.285 1.315 1.087
C4 -1.694 2.207 1.815
C5 -2.432 3.356 2.407
C6 -0.237 2.052 1.899
C7 0.588 2.852 2.669
C8 1.961 2.653 2.625
C9 2.473 1.684 1.780
C10 1.593 0.924 1.028
N4 0.270 1.081 1.109
H1 -7.103 3.680 0.564
H2 -6.576 3.372 -1.092
H3 -5.377 3.622 0.187
H4 -7.308 1.245 0.023
H5 -6.130 1.507 1.305
H6 -5.612 0.575 -1.421
H7 -3.099 3.784 1.659
H8 -1.764 4.125 2.782
H9 -3.070 3.012 3.224
H10 0.165 3.615 3.306
H11 2.618 3.258 3.235
H12 3.536 1.508 1.694
H13 1.941 0.166 0.339
N5 0.303 4.168 -2.583
C11 -0.352 3.712 -1.500
N6 -0.577 2.468 -1.246
C12 -0.041 1.515 -2.106
N7 0.073 0.324 -1.605
N8 -1.145 -2.093 -0.628
C13 -1.984 -2.996 -0.356
C14 -2.959 -2.693 0.715
C15 -3.932 -3.567 1.154
C16 -4.737 -3.186 2.219
C17 -4.523 -1.953 2.811
C18 -3.529 -1.128 2.307
N9 -2.772 -1.474 1.265
C19 0.286 1.951 -3.464
C20 0.288 1.107 -4.580
C21 0.610 1.598 -5.824
C22 0.948 2.945 -5.977
C23 0.896 3.810 -4.907
C24 0.526 3.313 -3.660
H14 0.424 5.161 -2.707
H15 -0.699 4.468 -0.803
H16 -2.006 -3.968 -0.846
H17 -4.041 -4.530 0.675
H18 -5.509 -3.848 2.589
H19 -5.115 -1.620 3.651
H20 -3.356 -0.150 2.731
H21 0.022 0.065 -4.456
H22 0.611 0.940 -6.682
H23 1.224 3.323 -6.953
H24 1.105 4.865 -5.033
C25 -1.742 -5.837 3.300
C26 -0.940 -5.755 2.169
C27 -0.375 -4.541 1.807
C28 -0.616 -3.407 2.580
C29 -1.407 -3.493 3.720
C30 -1.969 -4.711 4.077
As1 0.139 -1.720 2.036
C31 0.434 -0.772 3.684
C32 -0.495 -0.095 4.459
C33 -0.076 0.550 5.615
C34 1.266 0.520 5.975
C35 2.197 -0.145 5.192
C36 1.787 -0.800 4.035
C37 2.666 -1.532 3.095
C38 4.038 -1.705 3.242
C39 4.749 -2.418 2.288
C40 4.106 -2.969 1.186
C41 2.736 -2.800 1.025
C42 2.029 -2.084 1.977
H25 -2.174 -6.787 3.586
H26 -0.743 -6.639 1.577
H27 0.259 -4.486 0.931
H28 -1.571 -2.624 4.345
H29 -2.574 -4.782 4.972
H30 -1.542 -0.075 4.176
H31 -0.793 1.068 6.239
H32 1.589 1.017 6.881
H33 3.237 -0.158 5.492
H34 4.555 -1.298 4.102
H35 5.816 -2.554 2.409
H36 4.671 -3.529 0.454
H37 2.237 -3.222 0.163
C43 5.512 1.493 -6.251
C44 4.537 0.874 -5.291
C45 4.375 1.373 -4.007
C46 3.480 0.806 -3.106
C47 3.410 1.365 -1.714
C48 2.693 -0.273 -3.527
Te1 1.301 -1.230 -2.268
C49 2.844 -0.807 -4.820
C50 2.051 -1.982 -5.330
C51 3.775 -0.225 -5.669
H38 6.086 2.289 -5.779
H39 4.991 1.914 -7.113
H40 6.210 0.746 -6.630
H41 4.976 2.217 -3.687
H42 4.149 2.154 -1.581
H43 3.615 0.580 -0.983
H44 2.428 1.786 -1.481
H45 0.976 -1.836 -5.203
H46 2.310 -2.906 -4.809
H47 2.251 -2.140 -6.387
H48 3.905 -0.640 -6.663

Summary:
total energy = -5433.763426 hartree
net charge = +2
lowest unoccupied orbital energy (spin up / spin down) = -6.0 / -6.0 eV
HOMO (spin up / spin down) = -0.436 / -0.435 Eh
2S+1 = 1

This record from the Open Molecules 2025 dataset describes a structure of composition C67H43AsF15GeMnNOPS. The level of theory is the ωB97M-V functional and the def2-TZVPD basis.

Geometry (Å):
Mn1 -0.692 -0.514 0.588
C1 -4.735 -2.966 -3.164
C2 -4.466 -2.908 -1.800
C3 -3.247 -2.418 -1.352
C4 -2.275 -1.992 -2.263
C5 -2.548 -2.065 -3.624
C6 -3.775 -2.546 -4.071
P1 -0.670 -1.430 -1.581
C7 0.197 -0.617 -2.943
C8 1.566 -0.806 -3.113
C9 2.260 -0.078 -4.067
C10 1.599 0.866 -4.842
C11 0.238 1.078 -4.660
C12 -0.459 0.340 -3.714
C13 0.122 -3.030 -1.265
C14 0.665 -3.874 -2.193
C15 1.106 -5.160 -1.801
C16 0.923 -5.581 -0.513
C17 0.336 -4.735 0.461
C18 0.092 -5.176 1.787
C19 -0.434 -4.316 2.702
C20 -0.720 -2.970 2.355
C21 -0.526 -2.495 1.087
C22 -0.021 -3.412 0.101
H1 -5.688 -3.346 -3.516
H2 -5.206 -3.248 -1.083
H3 -3.038 -2.370 -0.293
H4 -1.803 -1.756 -4.346
H5 -3.978 -2.593 -5.136
H6 2.093 -1.516 -2.491
H7 3.324 -0.243 -4.198
H8 2.145 1.443 -5.577
H9 -0.281 1.825 -5.250
H10 -1.517 0.509 -3.573
H11 0.745 -3.568 -3.230
H12 1.564 -5.817 -2.532
H13 1.237 -6.577 -0.215
H14 0.338 -6.198 2.059
H15 -0.618 -4.648 3.720
H16 -1.075 -2.302 3.130
C23 1.648 -1.829 5.005
N1 0.550 -0.905 4.791
C24 0.197 -0.248 6.034
C25 0.874 0.028 3.709
C26 -0.335 0.823 3.290
C27 -0.600 2.055 3.880
C28 -1.810 2.708 3.670
C29 -2.786 2.081 2.911
C30 -2.488 0.878 2.274
C31 -1.233 0.262 2.374
H17 1.357 -2.579 5.744
H18 2.558 -1.323 5.377
H19 1.893 -2.342 4.076
H20 1.038 0.340 6.448
H21 -0.083 -1.002 6.772
H22 -0.652 0.417 5.894
H23 1.209 -0.575 2.864
H24 1.699 0.704 4.000
H25 0.156 2.509 4.516
H26 -1.998 3.676 4.122
H27 -3.768 2.526 2.809
H28 -3.267 0.385 1.714
F1 4.442 -1.554 -2.184
C32 4.201 -2.434 -1.199
C33 3.674 -2.030 0.021
C34 3.385 -3.032 0.928
F2 2.777 -2.731 2.082
C35 3.695 -4.353 0.698
F3 3.458 -5.291 1.614
C36 4.250 -4.710 -0.514
F4 4.525 -5.986 -0.765
C37 4.488 -3.754 -1.477
F5 4.987 -4.113 -2.659
Ge1 3.389 -0.136 0.466
S1 1.406 0.562 0.149
C38 4.154 0.308 2.249
C39 4.848 -0.498 3.136
F6 5.182 -1.759 2.834
C40 5.287 -0.041 4.363
F7 5.947 -0.849 5.192
C41 5.058 1.267 4.728
F8 5.483 1.714 5.904
C42 4.405 2.116 3.860
F9 4.198 3.387 4.206
C43 3.975 1.629 2.646
F10 3.358 2.505 1.840
C44 4.706 0.871 -0.629
C45 4.411 1.921 -1.484
F11 3.156 2.296 -1.731
C46 5.395 2.647 -2.126
F12 5.075 3.656 -2.939
C47 6.720 2.328 -1.927
F13 7.671 3.025 -2.541
C48 7.058 1.282 -1.094
F14 8.340 0.966 -0.912
C49 6.052 0.577 -0.468
F15 6.432 -0.454 0.305
O1 -2.045 0.706 -0.705
As1 -3.091 1.976 -0.940
C50 -4.798 1.765 -0.097
C51 -5.489 2.859 0.408
C52 -6.770 2.685 0.916
C53 -7.351 1.423 0.920
C54 -6.651 0.328 0.426
C55 -5.372 0.496 -0.086
C56 -2.259 3.609 -0.413
C57 -2.802 4.854 -0.731
C58 -2.120 6.007 -0.367
C59 -0.903 5.910 0.302
C60 -0.363 4.668 0.607
C61 -1.040 3.509 0.250
C62 -3.500 2.139 -2.815
C63 -2.808 3.061 -3.599
C64 -3.106 3.183 -4.949
C65 -4.089 2.381 -5.517
C66 -4.765 1.447 -4.740
C67 -4.473 1.325 -3.389
H29 -5.028 3.838 0.429
H30 -7.311 3.535 1.314
H31 -8.350 1.290 1.320
H32 -7.099 -0.659 0.446
H33 -4.814 -0.354 -0.457
H34 -3.740 4.926 -1.268
H35 -2.530 6.978 -0.613
H36 -0.372 6.811 0.583
H37 0.589 4.593 1.119
H38 -0.622 2.540 0.485
H39 -2.033 3.675 -3.160
H40 -2.574 3.904 -5.557
H41 -4.327 2.481 -6.569
H42 -5.522 0.812 -5.186
H43 -4.999 0.589 -2.794

Summary:
total energy = -10410.125918 hartree
lowest unoccupied orbital energy (spin up / spin down) = -0.3 / 0.0 eV
HOMO (spin up / spin down) = -0.283 / -0.294 Eh
2S+1 = 5

This record from the Open Molecules 2025 dataset describes a structure of composition C5H7N3. The level of theory is the ωB97M-V functional and the def2-TZVPD basis.

Geometry (Å):
C1 2.281 -0.105 0.137
C2 1.458 1.071 0.005
C3 1.423 -1.171 0.033
C4 0.165 0.692 -0.024
C5 -1.728 1.031 -0.142
N1 0.142 -0.673 -0.084
N2 -2.084 -0.296 0.388
N3 -1.123 -1.237 -0.199
H1 3.305 -0.187 0.218
H2 1.665 2.079 0.232
H3 1.724 -2.252 0.080
H4 -2.051 1.835 0.322
H5 -1.784 1.096 -1.301
H6 -1.935 -0.452 1.412
H7 -1.458 -1.432 -1.078

Summary:
total energy = -358.829855 hartree
lowest unoccupied orbital energy = 1.0 eV
HOMO = -0.305 Eh
2S+1 = 1

This record from the Open Molecules 2025 dataset describes a structure of composition C4H3N3. The level of theory is the ωB97M-V functional and the def2-TZVPD basis.

Geometry (Å):
C1 1.942 -0.101 -0.174
C2 1.538 -0.394 1.014
C3 0.203 -0.165 0.561
C4 -0.175 0.966 -0.267
N1 -1.431 0.664 -0.825
N2 -1.781 -0.491 -0.459
N3 -0.827 -1.013 0.384
H1 1.044 0.695 -0.926
H2 0.033 1.998 0.002
H3 -0.923 -1.967 0.698

Summary:
total energy = -318.228603 hartree
lowest unoccupied orbital energy = -0.4 eV
HOMO = -0.368 Eh
2S+1 = 1

This record from the Open Molecules 2025 dataset describes a cluster of 2 separate species, C3H5ClSi in total. The level of theory is the ωB97M-V functional and the def2-TZVPD basis.

Geometry (Å):
C1 0.031 2.166 -0.866
C2 -1.154 1.779 -0.847
C3 1.023 -1.540 1.355
Si1 -0.825 -1.476 0.864
Cl1 2.233 -1.738 0.031
H1 0.984 2.533 -0.902
H2 1.462 -2.199 2.102
H3 1.026 -0.531 1.805
H4 -2.263 1.192 -0.781
H5 -0.474 -2.090 -0.528

Summary:
total energy = -866.795498 hartree
lowest unoccupied orbital energy = -0.9 eV
HOMO = -0.325 Eh
2S+1 = 1

This record from the Open Molecules 2025 dataset describes the molecule C4H8N2O. The level of theory is the ωB97M-V functional and the def2-TZVPD basis.

Geometry (Å):
C1 1.718 1.230 0.299
N1 0.213 0.853 0.347
C2 -0.088 -0.410 -0.302
C3 -0.176 -0.229 -1.765
N2 -0.296 -0.035 -2.898
C4 -1.391 -1.012 0.268
O1 -1.255 -1.278 1.639
H1 2.139 1.042 -0.741
H2 1.832 2.312 0.539
H3 1.432 0.561 1.215
H4 -0.423 1.596 0.129
H5 0.732 -1.116 -0.083
H6 -1.607 -1.968 -0.220
H7 -2.227 -0.326 0.050
H8 -1.014 -0.446 2.071

Summary:
total energy = -341.860702 hartree
lowest unoccupied orbital energy = 0.7 eV
HOMO = -0.352 Eh
structure (SMILES) = CN[C@H](C#N)CO
2S+1 = 1

This record from the Open Molecules 2025 dataset describes a structure of composition C40H48Cl6N8O4PY. The level of theory is the ωB97M-V functional and the def2-TZVPD basis.

Geometry (Å):
Y1 1.050 0.888 0.069
Cl1 5.052 -2.185 5.105
C1 4.304 -1.961 3.553
C2 4.077 -0.660 3.104
C3 3.425 -0.428 1.899
N1 3.072 0.822 1.387
C4 3.738 1.917 1.764
O1 4.713 2.029 2.508
C5 3.154 3.186 1.169
C6 3.536 4.406 1.708
C7 2.935 5.559 1.243
C8 1.958 5.457 0.261
C9 1.633 4.201 -0.213
N2 2.224 3.084 0.215
C10 3.009 -1.546 1.119
C11 3.297 -2.836 1.553
C12 3.925 -3.041 2.779
Cl2 4.162 -4.680 3.321
N3 2.354 -1.197 -0.050
C13 2.379 -1.978 -1.127
O2 2.453 -3.208 -1.221
C14 2.456 -1.142 -2.395
C15 2.843 -1.746 -3.584
C16 3.059 -0.953 -4.697
C17 2.876 0.417 -4.586
C18 2.471 0.930 -3.363
N4 2.262 0.177 -2.289
H1 4.413 0.173 3.701
H2 4.285 4.402 2.486
H3 3.204 6.525 1.651
H4 1.440 6.328 -0.115
H5 0.854 4.056 -0.944
H6 3.027 -3.680 0.936
H7 2.983 -2.818 -3.593
H8 3.380 -1.393 -5.634
H9 3.055 1.081 -5.422
H10 2.303 1.992 -3.230
Cl3 0.782 1.842 3.781
C19 -0.856 2.361 3.432
C20 -1.650 2.727 4.494
C21 -2.926 3.247 4.281
C22 -3.311 3.476 2.964
C23 -2.500 3.100 1.915
Cl4 -2.996 3.658 0.315
C24 -1.244 2.380 2.027
N5 -0.561 1.863 1.052
H11 -1.256 2.630 5.499
H12 -3.557 3.540 5.108
H13 -4.241 3.989 2.746
C25 -0.961 -3.679 2.252
C26 -0.108 -2.635 1.497
N6 -0.024 -1.398 2.270
C27 0.750 -1.611 3.498
C28 0.259 -2.878 4.218
N7 -1.106 -3.187 3.663
C29 -1.958 -1.946 3.685
C30 -1.367 -0.970 2.645
H14 -0.486 -4.659 2.293
H15 -1.969 -3.785 1.850
H16 -0.550 -2.414 0.529
H17 0.896 -3.012 1.318
H18 0.623 -0.730 4.125
H19 1.804 -1.710 3.277
H20 0.158 -2.744 5.294
H21 0.890 -3.745 4.019
H22 -1.545 -3.909 4.227
H23 -1.919 -1.556 4.702
H24 -2.981 -2.243 3.454
H25 -1.334 0.040 3.049
H26 -1.983 -0.941 1.752
Cl5 -3.504 0.331 0.269
C31 -5.088 0.319 1.029
Cl6 -5.487 -1.288 1.698
H27 -5.846 0.569 0.297
H28 -5.070 1.028 1.850
O3 -0.396 -0.820 -1.139
C32 -1.082 -1.362 -2.004
C33 -0.653 -1.436 -3.447
C34 -0.334 -2.871 -3.891
C35 -1.563 -3.680 -4.297
C36 -2.583 -3.914 -3.187
C37 -3.157 -2.629 -2.595
N8 -2.246 -1.958 -1.679
H29 0.218 -0.792 -3.543
H30 -1.447 -1.028 -4.084
H31 0.223 -3.380 -3.097
H32 0.342 -2.813 -4.746
H33 -1.238 -4.646 -4.688
H34 -2.063 -3.165 -5.126
H35 -2.133 -4.497 -2.378
H36 -3.411 -4.504 -3.586
H37 -4.054 -2.852 -2.019
H38 -3.461 -1.948 -3.398
H39 -2.576 -1.765 -0.745
C38 -0.413 2.571 -4.636
P1 -0.881 2.703 -2.897
C39 -0.990 4.469 -2.582
C40 -2.572 2.102 -2.806
O4 0.046 1.943 -2.010
H40 -1.163 3.041 -5.274
H41 -0.317 1.517 -4.903
H42 0.548 3.058 -4.799
H43 -1.753 4.909 -3.226
H44 -0.034 4.948 -2.793
H45 -1.259 4.628 -1.536
H46 -3.216 2.665 -3.483
H47 -2.920 2.218 -1.779
H48 -2.600 1.046 -3.075

Summary:
total energy = -5433.122010 hartree
lowest unoccupied orbital energy = -0.4 eV
HOMO = -0.201 Eh
2S+1 = 1

This record from the Open Molecules 2025 dataset describes a cluster of 2 separate species, C26H34O4 in total. The level of theory is the ωB97M-V functional and the def2-TZVPD basis.

Geometry (Å):
C1 -1.238 -3.828 3.596
C2 -0.116 -2.882 3.207
C3 -0.361 -2.180 1.871
C4 0.751 -1.206 1.476
C5 0.945 -0.089 2.440
C6 2.282 0.210 2.871
O1 2.542 1.133 3.640
O2 3.272 -0.578 2.327
C7 4.543 -0.052 2.647
C8 5.608 -0.517 1.679
C9 -0.184 0.728 2.788
O3 -0.106 1.674 3.569
O4 -1.369 0.412 2.168
C10 -2.346 1.384 2.465
C11 -3.491 1.326 1.483
H1 -1.034 -4.334 4.541
H2 -2.183 -3.294 3.709
H3 -1.395 -4.600 2.843
H4 0.023 -2.131 3.994
H5 0.835 -3.426 3.166
H6 -0.513 -2.923 1.079
H7 -1.306 -1.630 1.931
H8 1.692 -1.755 1.364
H9 0.542 -0.775 0.491
H10 4.455 1.044 2.634
H11 4.772 -0.337 3.683
H12 6.583 -0.090 1.914
H13 5.698 -1.603 1.697
H14 5.349 -0.233 0.659
H15 -2.677 1.222 3.500
H16 -1.847 2.364 2.439
H17 -4.256 2.075 1.693
H18 -3.123 1.484 0.469
H19 -3.958 0.341 1.506
C12 -3.519 -3.499 -4.183
C13 -2.514 -2.536 -3.643
C14 -1.209 -2.951 -3.396
C15 -0.260 -2.075 -2.933
C16 -0.560 -0.716 -2.706
C17 0.480 0.147 -2.264
C18 0.523 1.565 -2.205
C19 1.585 2.178 -1.507
C20 1.686 3.543 -1.411
C21 0.749 4.379 -2.012
C22 0.869 5.862 -1.878
C23 -0.275 3.792 -2.751
C24 -0.389 2.424 -2.853
C25 -1.901 -0.322 -2.898
C26 -2.845 -1.212 -3.360
H20 -4.406 -2.982 -4.554
H21 -3.097 -4.069 -5.013
H22 -3.837 -4.210 -3.417
H23 -0.942 -3.979 -3.574
H24 0.741 -2.421 -2.742
H25 1.380 -0.352 -1.940
H26 2.328 1.553 -1.045
H27 2.505 3.979 -0.865
H28 -0.058 6.364 -2.164
H29 1.089 6.138 -0.844
H30 1.673 6.251 -2.506
H31 -0.986 4.430 -3.250
H32 -1.137 2.005 -3.500
H33 -2.204 0.668 -2.612
H34 -3.861 -0.888 -3.511

Summary:
total energy = -1311.976009 hartree
lowest unoccupied orbital energy = -3.0 eV
HOMO = -0.214 Eh
2S+1 = 1

no.,molecular weight (g/mol)
1,1205.44
2,1428.57
3,109.13
4,93.09
5,104.61
6,100.12
7,1037.47
8,410.55